# 1
{
  "formula": "C4H3NO2",
  "method": "ωB97M-V/def2-TZVPD",
  "symbols": ["C", "C", "C", "C", "N", "O", "O", "H", "H", "H"],
  "positions_angstrom": [[0.3144, 0.6846, -0.2807], [1.2732, 0.0866, -0.9035], [-0.0540, 1.8577, -0.8277], [-0.5821, -0.0701, 0.7892], [0.8227, -1.8222, 0.2456], [-0.2292, 2.7823, -1.5127], [-0.5581, -1.3947, 0.3875], [-0.2183, 0.0904, 1.8653], [-1.6848, 0.2616, 0.7511], [0.9162, -2.4763, -0.5141]],
  "mulliken_charge": [0.076, -0.280, 0.533, -0.179, -0.524, -0.269, -0.188, 0.230, 0.345, 0.257],
  "gap_ev": [7.507, 7.888],
  "multiplicity": 1,
  "homo_ev": [-8.4, -8.8],
  "fmax_ha_per_bohr": 0.10167,
  "lumo_energy_ev": [-0.90, -0.93]
}

---

# 2
{
  "formula": "C4H3NO2",
  "method": "ωB97M-V/def2-TZVPD",
  "symbols": ["O", "C", "C", "N", "O", "C", "C", "H", "H", "H"],
  "positions_angstrom": [[-2.1100, 1.0891, 0.2868], [-1.3696, 0.1670, 0.0852], [0.4546, -0.3138, -1.4062], [0.6054, -0.8924, -2.3947], [1.6004, -1.2393, 0.9171], [1.0142, -0.1941, 0.9905], [0.1456, 0.3648, -0.1490], [-1.7205, -0.8790, 0.0032], [1.0738, 0.4515, 1.8867], [0.3060, 1.4461, -0.2196]],
  "mulliken_charge": [-0.422, -0.085, 0.036, -0.382, -0.408, -0.118, 0.397, 0.354, 0.358, 0.269],
  "gap_ev": 10.473,
  "multiplicity": 1,
  "homo_ev": -10.9,
  "fmax_ha_per_bohr": 0.02110,
  "smiles": "N#CC(C=O)C=O",
  "lumo_energy_ev": -0.42
}

---

# 3
{
  "formula": "C4H3NO2",
  "method": "ωB97M-V/def2-TZVPD",
  "symbols": ["O", "C", "C", "N", "C", "C", "O", "H", "H", "H"],
  "positions_angstrom": [[0.2663, -2.2659, -1.7596], [-0.4645, -1.6496, -1.0301], [-0.2119, -0.2504, -0.5805], [-0.9892, 0.7495, -0.3204], [-0.2651, 1.4966, 0.5973], [0.9026, 0.8670, 0.8584], [0.9656, -0.2386, 0.0883], [-1.2752, -2.1165, -0.4450], [-0.6425, 2.4056, 1.0402], [1.7138, 1.0023, 1.5515]],
  "mulliken_charge": [-0.422, 0.068, 0.484, -0.534, -0.340, -0.038, -0.262, 0.285, 0.365, 0.392],
  "gap_ev": 10.133,
  "multiplicity": 1,
  "homo_ev": -9.9,
  "fmax_ha_per_bohr": 0.01131,
  "smiles": "O=Cc1ncco1",
  "lumo_energy_ev": 0.23
}

---

The records above yield calculated total energy values of -9773.4512 -9780.0389 -9780.1177 eV, respectively.